8
Properties=species:S:1:pos:R:3 method="wB97M-V/def2-TZVPD" charge=+1
O 1.302 0.270 -0.739
O -1.189 -0.025 -0.979
O 0.060 -0.661 1.298
P 0.114 -0.681 -0.517
I 0.251 -2.808 -1.445
H 2.234 0.063 -0.835
H -1.920 -0.407 -0.631
H -0.794 -0.778 1.650

30
Properties=species:S:1:pos:R:3 method="wB97M-V/def2-TZVPD" smiles=c1cc[nH]c1.c1cc[nH]c1.c1cc[nH]c1
N 18.270 19.830 60.049
C 18.335 20.394 58.787
C 19.138 21.514 58.925
C 19.793 21.396 60.352
C 19.285 20.271 60.871
H 17.464 18.976 60.365
H 17.663 20.109 58.153
H 19.599 22.376 58.373
H 20.385 22.120 60.849
H 19.330 19.671 61.770
N 15.233 16.716 60.679
C 15.042 17.503 59.546
C 16.308 17.504 58.948
C 17.116 16.654 59.768
C 16.588 16.355 60.860
H 14.337 16.246 61.095
H 14.070 17.889 59.188
H 16.295 18.180 58.184
H 18.163 16.480 59.664
H 16.832 15.687 61.849
N 16.631 21.933 61.196
C 15.549 21.143 61.272
C 14.555 21.777 61.863
C 15.057 23.172 61.987
C 16.375 23.237 61.543
H 17.657 21.715 60.874
H 15.420 19.973 61.239
H 13.586 21.464 62.110
H 14.633 23.983 62.533
H 16.995 24.187 61.380

Record-wise frontier orbital gap values, in Eh: 0.3872; 0.3194
Record-wise relative energy (zero: lowest compared OMol25 entry of this formula, charge and spin) values, in kcal per mole: 23.5; 114.6